i) Entry from the Open Molecules 2025 dataset: 3 unconnected molecules or ions with the total composition C4H14NO2 (wB97M-V/def2-TZVPD).

Structure (ORCA input):
```
! RIJCOSX wB97M-V def2-TZVPD def2/J DEFGRID3
* xyz 1 1
C 1.574 0.082 -1.878
C 0.822 -1.018 -1.130
C -0.561 -0.598 -0.710
C -1.711 -0.703 -1.337
N -0.586 0.021 0.651
H 2.480 -0.355 -2.274
H 0.991 0.438 -2.724
H 1.876 0.901 -1.232
H 0.782 -1.927 -1.727
H 1.334 -1.331 -0.214
H -1.687 -1.163 -2.311
H -2.649 -0.333 -0.957
H -1.523 -0.003 1.044
H -0.250 0.997 0.682
H 0.091 -0.454 1.289
H 0.798 -2.255 2.857
H 1.613 -0.958 3.059
O 1.018 -1.412 2.451
H -1.664 3.024 0.620
H -0.273 3.747 0.609
O -0.760 2.995 0.952
*
```

ii) Entry from the Open Molecules 2025 dataset: 2 unconnected molecules or ions with the total composition C4H14NO2 (wB97M-V/def2-TZVPD).

Structure (ORCA input):
```
! RIJCOSX wB97M-V def2-TZVPD def2/J DEFGRID3
* xyz 1 1
C -1.474 1.341 -1.127
C -0.409 0.756 -0.194
C -0.854 0.554 1.261
C 0.173 -0.125 2.176
O 0.159 -1.519 1.832
N -0.305 -0.741 -0.835
H -1.039 1.609 -2.077
H -2.329 0.684 -1.102
H -1.844 2.255 -0.628
H 0.616 1.124 -0.155
H -1.801 -0.009 1.170
H -1.258 1.521 1.589
H -0.128 0.034 3.228
H 1.175 0.327 2.043
H 0.721 -2.096 2.346
H -0.104 -1.229 0.085
H 0.478 -1.124 -1.382
H -1.151 -1.018 -1.318
H 2.861 -0.688 -2.383
H 2.584 0.797 -2.752
O 2.189 0.000 -2.400
*
```

We find i) to be the most stable, with the next structure 35.3 kJ/mol higher.

i) Entry from the Open Molecules 2025 dataset: 3 unconnected molecules or ions with the total composition C4H14NO2 (wB97M-V/def2-TZVPD).

Structure (ORCA input):
```
! RIJCOSX wB97M-V def2-TZVPD def2/J DEFGRID3
* xyz 1 1
C 0.252 3.781 2.096
C -0.506 2.462 1.998
C 0.304 1.639 0.995
C 0.178 0.336 0.679
N 1.459 -0.542 0.401
H 0.218 4.447 1.109
H 1.233 3.588 2.500
H -0.215 4.445 2.856
H -1.648 2.540 1.710
H -0.439 2.051 3.077
H 0.869 2.314 0.270
H -0.636 -0.356 0.658
H 2.132 0.200 0.072
H 2.044 -0.818 1.306
H 1.372 -1.365 -0.371
H -0.238 -3.283 -1.835
H 1.031 -2.796 -2.341
O 0.333 -2.514 -1.683
H -2.355 -2.826 -3.474
H -2.486 -4.397 -3.285
O -1.891 -3.645 -3.275
*
```

ii) Entry from the Open Molecules 2025 dataset: 2 unconnected molecules or ions with the total composition C4H14NO2 (wB97M-V/def2-TZVPD).

Structure (ORCA input):
```
! RIJCOSX wB97M-V def2-TZVPD def2/J DEFGRID3
* xyz 1 1
C 1.383 0.288 0.231
C 0.616 -0.401 1.367
C -0.763 -0.935 0.981
C -1.819 0.168 0.795
O -1.796 1.095 1.877
N 1.425 -0.551 -1.001
H 0.956 1.254 -0.026
H 2.386 0.460 0.614
H 0.450 0.299 2.181
H 1.210 -1.257 1.696
H -0.875 -1.562 0.081
H -1.146 -1.618 1.743
H -2.792 -0.316 0.723
H -1.600 0.774 -0.085
H -2.463 0.839 2.521
H 0.681 -1.254 -0.984
H 1.158 0.035 -1.828
H 2.321 -1.003 -1.155
H -0.330 0.980 -3.751
H 0.648 1.805 -2.909
O 0.348 0.900 -3.070
*
```

iii) Entry from the Open Molecules 2025 dataset: 3 unconnected molecules or ions with the total composition C4H14NO2 (wB97M-V/def2-TZVPD).

Structure (ORCA input):
```
! RIJCOSX wB97M-V def2-TZVPD def2/J DEFGRID3
* xyz 1 1
C 0.351 -1.776 -0.165
C -1.038 -1.258 0.250
C -0.960 -0.304 1.462
C -1.044 1.311 1.035
O -0.223 1.530 0.050
N 0.620 0.497 -2.683
H 1.053 -0.945 -0.042
H 0.649 -2.527 0.563
H 0.372 -2.035 -1.221
H -1.715 -2.098 0.425
H 0.053 -0.390 1.875
H -1.654 -0.596 2.250
H -0.911 1.964 1.900
H -2.086 1.403 0.651
H 1.199 1.131 0.538
H 0.048 0.901 -3.412
H -1.467 -0.702 -0.600
H 1.589 0.488 -2.953
H 2.676 1.572 1.005
H 0.416 1.008 -1.836
O 2.070 0.827 0.911
*
```

iv) Entry from the Open Molecules 2025 dataset: 2 unconnected molecules or ions with the total composition C4H14NO2 (wB97M-V/def2-TZVPD).

Structure (ORCA input):
```
! RIJCOSX wB97M-V def2-TZVPD def2/J DEFGRID3
* xyz 1 1
O 0.283 -1.114 -1.961
C -0.601 -1.591 -0.972
C -0.007 -1.210 0.387
N 0.184 0.371 0.272
C 1.257 0.969 1.082
C -0.761 -1.433 1.681
H -0.044 -0.882 -2.932
H -0.584 -2.753 -0.904
H -1.587 -1.096 -0.968
H 1.018 -1.605 0.634
H 0.364 0.677 -0.800
H -0.741 0.822 0.447
H 1.732 1.886 0.831
H 2.130 0.282 1.039
H 0.970 1.026 2.169
H -1.071 -2.431 1.895
H -0.278 -0.884 2.571
H -1.882 -1.111 1.671
H -0.037 3.670 0.268
H -0.890 3.489 -1.107
O -0.247 3.102 -0.513
*
```

We find ii) to be the most stable, with the next structure 126.6 kJ/mol higher.

i) Entry from the Open Molecules 2025 dataset: 2 unconnected molecules or ions with the total composition C4H14NO2 (wB97M-V/def2-TZVPD).

Structure (ORCA input):
```
! RIJCOSX wB97M-V def2-TZVPD def2/J DEFGRID3
* xyz 1 1
C -0.940 -2.195 -0.341
C 0.044 -1.311 0.379
C 0.315 0.075 -0.275
C -0.923 0.861 -0.634
O 1.057 0.729 0.752
N -0.441 -1.055 1.779
H -0.681 -2.290 -1.391
H -1.936 -1.738 -0.391
H -1.124 -3.159 0.138
H 1.033 -1.736 0.482
H 0.905 -0.169 -1.161
H -1.594 0.177 -1.161
H -0.778 1.765 -1.189
H -1.503 1.063 0.272
H 1.532 1.448 0.316
H 0.125 -0.350 2.279
H -0.453 -1.890 2.359
H -1.371 -0.655 1.774
H 2.593 3.011 -1.853
H 2.187 4.167 -0.960
O 1.953 3.254 -1.175
*
```

ii) Entry from the Open Molecules 2025 dataset: 2 unconnected molecules or ions with the total composition C4H14NO2 (wB97M-V/def2-TZVPD).

Structure (ORCA input):
```
! RIJCOSX wB97M-V def2-TZVPD def2/J DEFGRID3
* xyz 1 1
C 1.264 -1.001 1.044
C 0.189 -0.028 0.640
C -1.253 -0.609 0.934
C -2.397 -0.261 -0.005
O -2.056 -0.567 -1.387
N 0.284 0.398 -0.811
H 2.220 -0.535 1.009
H 1.360 -1.847 0.390
H 1.071 -1.362 2.046
H 0.268 0.898 1.217
H -1.195 -1.696 0.951
H -1.494 -0.259 1.925
H -3.206 -0.925 0.235
H -2.688 0.777 -0.064
H -2.246 -1.497 -1.522
H 0.003 1.395 -0.825
H 1.233 0.464 -1.165
H -0.341 -0.100 -1.473
H 3.580 2.077 0.619
H 3.387 2.315 -0.812
O 3.185 1.635 -0.144
*
```

We find i) to be the most stable, with the next structure 20.8 kJ/mol higher.